[1]
Here is 11 unconnected molecules or ions with the total composition C32H66O21S6 in a non-equilibrium geometry from OMol25. Energies are from wB97M-V/def2-TZVPD.

Positions of all 125 atoms, in Å:
C1 3.145 -10.288 -17.865
C2 1.731 -10.762 -18.108
C3 0.957 -10.858 -16.778
O1 0.001 -9.836 -16.824
C4 0.104 -9.148 -17.979
O2 -0.520 -8.169 -18.221
O3 1.062 -9.654 -18.752
H1 3.820 -10.337 -18.719
H2 3.644 -10.914 -17.114
H3 3.135 -9.292 -17.419
H4 1.771 -11.728 -18.608
H5 1.573 -10.902 -15.880
H6 0.467 -11.840 -16.758
C5 2.091 0.835 -21.312
C6 2.474 -0.549 -21.782
C7 3.197 -1.404 -20.705
O4 2.229 -2.357 -20.223
C8 1.180 -2.344 -21.050
O5 0.282 -3.130 -21.044
O6 1.248 -1.297 -21.887
H7 1.708 1.496 -22.100
H8 2.890 1.410 -20.846
H9 1.165 0.785 -20.733
H10 3.016 -0.505 -22.725
H11 3.664 -0.862 -19.887
H12 3.905 -2.084 -21.190
C9 5.695 -6.246 -23.557
C10 4.850 -5.883 -22.353
C11 3.322 -6.141 -22.541
O7 2.936 -6.883 -21.395
C12 3.966 -7.090 -20.594
O8 3.957 -7.704 -19.586
O9 5.123 -6.596 -21.141
H13 6.716 -6.305 -23.176
H14 5.579 -5.417 -24.253
H15 5.412 -7.195 -24.005
H16 4.939 -4.814 -22.147
H17 3.177 -6.749 -23.430
H18 2.813 -5.182 -22.522
C13 6.012 -9.157 -15.446
C14 7.127 -9.475 -16.432
C15 6.748 -9.469 -17.891
O10 7.915 -8.837 -18.488
C16 8.667 -8.261 -17.543
O11 9.661 -7.619 -17.706
O12 8.092 -8.426 -16.335
H19 5.392 -10.026 -15.228
H20 5.389 -8.310 -15.761
H21 6.314 -8.705 -14.497
H22 7.610 -10.398 -16.100
H23 5.897 -8.854 -18.180
H24 6.679 -10.484 -18.277
C17 2.395 -6.311 -16.805
C18 3.495 -5.258 -16.878
C19 3.123 -4.060 -17.768
O13 3.305 -2.933 -16.934
C20 3.679 -3.316 -15.684
O14 3.922 -2.559 -14.797
O15 3.629 -4.642 -15.587
H25 2.158 -6.586 -17.834
H26 1.483 -6.120 -16.245
H27 2.856 -7.153 -16.272
H28 4.438 -5.725 -17.158
H29 2.137 -4.106 -18.222
H30 3.880 -4.097 -18.560
C21 -2.454 -5.083 -14.561
S1 -1.711 -6.061 -15.926
O16 -0.585 -5.261 -16.544
C22 -0.775 -7.129 -14.711
H31 -3.119 -5.731 -13.994
H32 -2.987 -4.287 -15.080
H33 -1.656 -4.730 -13.916
H34 -1.396 -7.428 -13.874
H35 0.017 -6.473 -14.357
H36 -0.375 -7.904 -15.360
C23 1.078 -3.630 -13.690
S2 0.331 -3.681 -12.058
O17 -0.511 -4.933 -11.942
C24 1.748 -3.864 -10.984
H37 1.776 -2.793 -13.637
H38 0.356 -3.499 -14.496
H39 1.588 -4.562 -13.946
H40 2.674 -4.175 -11.475
H41 1.616 -4.640 -10.227
H42 1.885 -2.935 -10.433
C25 7.042 -1.733 -18.223
S3 7.548 -3.480 -18.145
O18 6.726 -4.086 -17.036
C26 6.781 -3.965 -19.750
H43 7.373 -1.095 -17.408
H44 5.958 -1.586 -18.245
H45 7.383 -1.309 -19.171
H46 5.714 -3.748 -19.813
H47 6.879 -5.052 -19.719
H48 7.335 -3.553 -20.591
C27 -0.594 -1.965 -17.541
S4 -0.583 -0.151 -17.628
O19 -1.982 0.268 -17.173
C28 0.338 0.113 -16.081
H49 -1.451 -2.391 -18.062
H50 -0.727 -2.232 -16.494
H51 0.299 -2.386 -18.005
H52 1.195 -0.572 -16.055
H53 -0.260 -0.214 -15.230
H54 0.642 1.147 -15.956
C29 6.907 -5.484 -13.670
S5 6.860 -4.892 -11.963
O20 8.239 -4.425 -11.580
C30 5.801 -3.473 -12.225
H55 7.161 -4.651 -14.328
H56 5.939 -5.910 -13.930
H57 7.674 -6.253 -13.724
H58 4.944 -3.748 -12.839
H59 6.302 -2.632 -12.700
H60 5.483 -3.040 -11.277
C31 6.997 -0.996 -14.619
S6 6.606 0.150 -13.283
O21 7.903 0.565 -12.678
C32 5.974 1.491 -14.323
H61 7.613 -1.762 -14.136
H62 7.668 -0.411 -15.249
H63 6.242 -1.626 -15.087
H64 4.953 1.278 -14.646
H65 6.687 1.706 -15.117
H66 5.824 2.394 -13.728

Computed properties:
- E_HOMO: -8.4 eV
- M: 979.3 g/mol



[2]
Here is 7 unconnected molecules or ions with the total composition C32H67BrNO9 in a non-equilibrium geometry from OMol25. Energies are from wB97M-V/def2-TZVPD.

Positions of all 110 atoms, in Å:
C1 -3.415 -1.832 -4.378
O1 -1.989 -1.637 -4.499
C2 -1.707 -0.274 -4.890
C3 -0.148 -0.057 -4.879
C4 0.207 1.154 -3.902
C5 1.658 0.955 -3.300
C6 2.200 2.266 -2.582
C7 2.633 1.983 -1.083
C8 2.816 3.371 -0.312
C9 1.439 4.112 -0.077
C10 0.981 4.135 1.451
C11 -0.324 3.256 1.692
C12 -0.978 3.553 3.123
N1 0.009 4.240 3.978
Br1 -1.033 5.244 5.222
C13 0.859 3.356 4.820
C14 2.337 3.999 4.813
O2 3.359 3.302 4.798
O3 2.341 5.310 4.818
C15 0.919 1.851 4.454
C16 1.605 1.234 3.329
C17 1.569 -0.221 3.134
C18 0.890 -1.133 4.065
C19 0.224 -0.522 5.214
C20 0.232 0.919 5.375
H1 -3.693 -2.750 -3.807
H2 -3.846 -0.953 -3.824
H3 -3.857 -1.814 -5.412
H4 -2.205 -0.014 -5.863
H5 -2.186 0.390 -4.107
H6 0.169 0.238 -5.920
H7 0.416 -0.972 -4.573
H8 -0.512 1.142 -3.040
H9 0.106 2.112 -4.480
H10 2.370 0.574 -4.096
H11 1.592 0.138 -2.522
H12 3.031 2.683 -3.205
H13 1.371 3.018 -2.580
H14 3.648 1.487 -1.056
H15 1.877 1.356 -0.545
H16 3.489 3.983 -0.984
H17 3.402 3.174 0.621
H18 0.651 3.540 -0.635
H19 1.505 5.159 -0.467
H20 1.845 3.833 2.091
H21 0.714 5.198 1.706
H22 -1.052 3.612 0.905
H23 -0.150 2.167 1.509
H24 -1.495 2.665 3.570
H25 -1.793 4.301 2.905
H26 0.510 3.432 5.888
H27 2.141 1.870 2.594
H28 2.089 -0.636 2.232
H29 0.901 -2.227 3.870
H30 -0.284 -1.182 5.962
H31 -0.290 1.346 6.261
C21 -3.246 -2.859 -0.340
C22 -1.914 -2.446 -0.938
O4 -1.311 -1.438 -0.135
H32 -3.916 -2.001 -0.267
H33 -3.725 -3.631 -0.949
H34 -3.113 -3.245 0.673
H35 -2.054 -2.041 -1.941
H36 -1.231 -3.301 -1.003
H37 -1.182 -1.804 0.749
C23 5.403 -2.295 -3.832
C24 3.983 -1.809 -3.615
O5 3.467 -1.242 -4.816
H38 6.044 -1.471 -4.151
H39 5.813 -2.727 -2.917
H40 5.436 -3.050 -4.622
H41 3.957 -1.041 -2.841
H42 3.332 -2.633 -3.306
H43 3.485 -1.930 -5.492
C25 0.929 -6.121 -3.593
C26 2.344 -5.575 -3.601
O6 2.581 -4.827 -4.789
H44 0.760 -6.759 -4.463
H45 0.740 -6.703 -2.687
H46 0.200 -5.308 -3.646
H47 3.068 -6.389 -3.569
H48 2.515 -4.926 -2.735
H49 1.944 -4.101 -4.808
C27 -2.094 -6.135 2.060
C28 -0.763 -5.722 1.463
O7 -0.160 -4.712 2.264
H50 -2.764 -5.276 2.131
H51 -2.572 -6.906 1.452
H52 -1.960 -6.521 3.074
H53 -0.903 -5.318 0.459
H54 -0.080 -6.576 1.398
H55 -0.031 -5.078 3.147
C29 2.244 9.130 2.957
C30 0.811 8.644 2.832
O8 0.761 7.231 2.913
H56 2.864 8.698 2.169
H57 2.295 10.220 2.889
H58 2.675 8.816 3.910
H59 0.390 8.940 1.868
H60 0.186 9.067 3.628
H61 1.128 6.967 3.775
C31 -7.835 -2.805 1.900
C32 -6.756 -3.729 1.367
O9 -5.467 -3.256 1.741
H62 -7.695 -1.793 1.517
H63 -8.828 -3.157 1.611
H64 -7.788 -2.745 2.990
H65 -6.793 -3.770 0.277
H66 -6.886 -4.744 1.756
H67 -5.435 -3.230 2.705

Computed properties:
- E_HOMO: -4.5 eV
- M: 689.8 g/mol
- Charge: -1



[3]
Here is 4 unconnected molecules or ions with the total composition C32H68ClFIN2O16P4Si in a non-equilibrium geometry from OMol25. Energies are from wB97M-V/def2-TZVPD.

Positions of all 126 atoms, in Å:
C1 -1.841 -5.548 -0.851
C2 -2.325 -4.477 -0.595
C3 -2.829 -3.078 -0.374
C4 -2.537 -2.872 1.168
C5 -3.066 -4.055 1.992
C6 -4.109 -3.986 2.847
N1 -4.283 -3.178 -0.548
C7 -5.068 -1.996 -0.526
F1 -6.166 -2.124 -1.421
P1 -5.882 -1.681 1.180
O1 -6.896 -0.404 1.019
Cl1 -7.151 -3.322 1.342
C8 -4.156 -0.802 -0.875
C9 -4.910 0.565 -1.092
C10 -4.686 1.538 0.113
C11 -5.802 2.603 0.007
N2 -3.200 -1.154 -1.967
C12 -3.818 -1.749 -3.178
C13 -4.884 -0.862 -3.878
C14 -4.275 0.409 -4.534
I1 -5.841 1.861 -4.776
C15 -2.126 -2.000 -1.324
C16 -1.282 -2.805 -2.347
C17 -0.588 -1.960 -3.480
O2 0.835 -1.932 -3.266
C18 1.520 -2.689 -4.213
O3 2.042 -3.701 -3.890
C19 -1.103 -1.135 -0.535
C20 -0.469 0.075 -1.250
O4 -0.293 1.132 -0.298
Si1 1.278 1.780 -0.483
C21 1.598 2.319 -2.274
C22 2.605 0.573 0.145
C23 1.498 3.345 0.561
H1 -1.215 -6.417 -0.870
H2 -1.457 -2.859 1.391
H3 -3.008 -1.975 1.591
H4 -2.542 -5.016 1.937
H5 -4.898 -4.742 2.736
H6 -4.215 -3.295 3.686
H7 -4.714 -4.002 -0.149
H8 -7.633 -0.576 0.410
H9 -3.652 -0.586 0.079
H10 -5.969 0.338 -1.235
H11 -4.456 1.072 -1.955
H12 -4.742 0.979 1.054
H13 -3.722 2.036 -0.052
H14 -6.788 2.149 0.169
H15 -5.831 3.024 -1.011
H16 -5.639 3.442 0.692
H17 -2.819 -0.251 -2.273
H18 -4.315 -2.707 -2.997
H19 -3.118 -1.950 -3.998
H20 -5.237 -1.475 -4.722
H21 -5.767 -0.662 -3.270
H22 -3.485 0.867 -3.919
H23 -3.817 0.185 -5.502
H24 -0.423 -3.278 -1.865
H25 -1.867 -3.526 -2.928
H26 -0.730 -2.451 -4.458
H27 -1.006 -0.950 -3.595
H28 1.581 -2.256 -5.228
H29 -1.533 -0.692 0.376
H30 -0.315 -1.818 -0.207
H31 0.551 -0.217 -1.565
H32 -0.967 0.459 -2.157
H33 1.903 1.439 -2.862
H34 2.364 3.105 -2.279
H35 0.693 2.713 -2.764
H36 2.129 -0.024 0.937
H37 3.503 1.098 0.485
H38 2.870 -0.148 -0.648
H39 2.589 3.505 0.602
H40 1.078 4.240 0.088
H41 1.179 3.187 1.599
C24 0.156 11.103 0.871
O5 1.126 10.081 1.129
P2 0.620 8.498 1.013
O6 -0.604 8.560 1.888
O7 1.920 7.970 1.801
C25 2.110 8.383 3.153
O8 0.400 6.973 0.367
C26 -0.647 6.867 -0.609
H42 0.688 12.016 0.610
H43 -0.500 10.827 0.048
H44 -0.432 11.282 1.770
H45 1.170 8.653 3.633
H46 2.793 9.231 3.183
H47 2.558 7.552 3.695
H48 -0.597 7.682 -1.330
H49 -1.618 6.872 -0.113
H50 -0.520 5.924 -1.140
C27 3.585 -6.372 -0.706
O9 2.753 -7.067 0.230
P3 3.266 -8.581 0.726
O10 3.523 -9.203 -0.619
O11 1.808 -8.928 1.319
C28 0.714 -8.989 0.418
O12 3.937 -9.752 1.698
C29 5.374 -9.823 1.690
H51 3.353 -5.309 -0.641
H52 4.640 -6.519 -0.485
H53 3.366 -6.717 -1.715
H54 1.031 -9.212 -0.601
H55 0.178 -8.037 0.434
H56 0.041 -9.775 0.755
H57 5.817 -8.832 1.780
H58 5.716 -10.298 0.771
H59 5.686 -10.423 2.541
C30 8.094 4.572 2.057
O13 7.568 3.249 2.210
P4 6.213 3.071 3.167
O14 6.673 3.814 4.391
O15 6.432 1.480 3.263
C31 7.614 0.995 3.895
O16 4.606 2.869 3.570
C32 3.796 4.055 3.506
H60 8.696 4.594 1.150
H61 7.296 5.308 1.970
H62 8.729 4.813 2.907
H63 8.022 1.715 4.604
H64 8.363 0.761 3.139
H65 7.356 0.081 4.428
H66 3.990 4.600 2.583
H67 4.000 4.694 4.366
H68 2.750 3.756 3.523

Computed properties:
- E_HOMO: -10.9 eV
- M: 1070.2 g/mol
- Charge: +1



[4]
Here is a molecular structure, C32H70CsF10N10O4P in a non-equilibrium geometry from OMol25. Energies are from wB97M-V/def2-TZVPD.

Positions of all 128 atoms, in Å:
Cs1 -0.368 -0.749 -0.100
N1 -0.158 4.695 1.541
C1 0.162 5.191 0.257
C2 -0.778 4.685 -0.796
N2 -2.024 4.144 -0.258
C3 -3.092 3.731 -1.079
C4 -3.223 2.212 -1.371
N3 -3.395 1.330 -0.154
H1 0.421 5.000 2.304
H2 -0.135 3.662 1.497
H3 1.230 5.004 -0.021
H4 0.113 6.268 0.289
H5 -0.314 3.886 -1.452
H6 -1.055 5.499 -1.474
H7 -2.280 4.519 0.646
H8 -3.077 4.259 -2.072
H9 -4.031 4.022 -0.602
H10 -2.385 1.837 -2.007
H11 -4.141 2.219 -2.000
H12 -3.469 0.318 -0.367
H13 -4.232 1.653 0.349
C5 5.608 3.913 3.949
N4 5.517 3.924 2.507
C6 6.216 4.940 1.710
C7 5.917 4.546 0.263
N5 4.965 3.398 0.466
C8 4.545 2.628 -0.693
C9 5.018 2.850 1.745
N6 4.630 1.652 1.970
C10 4.090 0.918 3.035
C11 4.813 -0.400 3.434
N7 3.929 -1.041 4.381
C12 4.154 -2.207 4.974
N8 3.185 -2.730 5.818
C13 1.962 -2.009 6.196
C14 3.748 -3.769 6.689
C15 4.978 -4.161 5.902
N9 5.257 -3.033 4.985
C16 6.516 -2.907 4.302
H14 4.929 3.228 4.424
H15 5.366 4.953 4.406
H16 6.630 3.714 4.323
H17 7.309 4.890 1.934
H18 5.842 5.934 2.051
H19 6.766 4.110 -0.240
H20 5.443 5.253 -0.348
H21 4.613 1.570 -0.383
H22 5.173 2.807 -1.565
H23 3.516 2.679 -0.858
H24 3.059 0.674 2.789
H25 4.008 1.488 3.976
H26 5.819 -0.091 3.884
H27 5.074 -1.068 2.550
H28 2.216 -1.482 7.215
H29 1.111 -2.672 6.469
H30 1.606 -1.299 5.442
H31 3.061 -4.680 6.838
H32 3.960 -3.400 7.683
H33 4.876 -5.185 5.370
H34 5.854 -4.255 6.571
H35 7.144 -3.620 4.835
H36 6.788 -1.885 4.415
H37 6.502 -3.276 3.280
O1 -0.867 1.796 1.851
H38 -1.786 1.945 1.463
H39 -1.069 1.735 2.818
O2 1.058 1.040 -1.652
H40 1.390 2.018 -2.100
H41 1.362 0.381 -2.335
O3 1.607 -2.148 -1.914
H42 0.846 -2.776 -1.933
H43 2.494 -2.539 -1.931
F1 -0.511 -3.739 -1.630
F2 0.008 1.945 -4.314
C17 1.237 2.050 -4.742
F3 1.235 2.109 -6.068
F4 1.909 0.879 -4.387
C18 1.940 3.402 -4.072
O4 2.059 3.297 -2.775
C19 3.327 3.704 -4.824
F5 3.143 4.344 -6.019
F6 4.121 4.419 -4.049
F7 4.023 2.566 -5.071
C20 0.886 4.671 -4.343
F8 0.508 4.845 -5.647
F9 1.412 5.830 -3.934
F10 -0.264 4.365 -3.691
C21 -3.104 -1.964 -4.055
C22 -3.620 -3.224 -3.310
C23 -2.501 -4.121 -3.248
C24 -4.825 -3.796 -4.128
P1 -4.124 -2.807 -1.372
N10 -3.327 -1.717 -0.596
C25 -6.109 -2.096 -1.583
C26 -5.991 -0.961 -2.568
C27 -6.502 -1.533 -0.232
C28 -7.214 -3.183 -1.927
C29 -4.364 -4.415 -0.145
C30 -5.092 -5.594 -0.821
C31 -5.220 -3.935 1.026
C32 -3.050 -4.816 0.454
H44 -2.627 -2.221 -5.048
H45 -2.308 -1.570 -3.427
H46 -3.869 -1.202 -4.169
H47 -1.845 -3.872 -4.077
H48 -2.597 -5.129 -2.843
H49 -1.566 -3.768 -2.341
H50 -4.337 -3.989 -5.125
H51 -5.745 -3.183 -4.202
H52 -5.091 -4.765 -3.705
H53 -5.062 -0.426 -2.497
H54 -6.818 -0.241 -2.485
H55 -6.073 -1.468 -3.603
H56 -5.667 -1.404 0.410
H57 -7.206 -2.153 0.344
H58 -6.992 -0.525 -0.330
H59 -7.182 -3.715 -2.875
H60 -8.212 -2.754 -1.931
H61 -7.228 -3.980 -1.156
H62 -5.517 -5.209 -1.740
H63 -5.802 -6.106 -0.120
H64 -4.431 -6.408 -1.136
H65 -6.267 -3.937 0.822
H66 -4.879 -2.879 1.282
H67 -5.016 -4.533 1.914
H68 -2.427 -5.380 -0.218
H69 -3.273 -5.468 1.342
H70 -2.474 -3.972 0.895

Computed properties:
- E_HOMO: -1.0 eV
- M: 1012.8 g/mol
- Charge: -2



Question: Which value of E_HOMO does entry 4 give?
Answer: -1.0 eV



Question: The lowest M belongs to which entry?
Answer: C32H67BrNO9



Question: What is the formula in the third record?
Answer: C32H68ClFIN2O16P4Si